# 1
{
  "formula": "C13H32AlClO2P2Si",
  "method": "wB97M-V/def2-TZVPD",
  "elements": ["C", "C", "H", "H", "H", "O", "Cl", "Al", "P", "C", "C", "H", "H", "H", "H", "H", "H", "C", "H", "H", "H", "P", "C", "C", "H", "H", "H", "C", "H", "H", "H", "H", "H", "H", "C", "O", "C", "Si", "C", "C", "C", "H", "H", "H", "H", "H", "H", "H", "H", "H", "H", "H"],
  "xyz": [[0.45866, -0.25262, -5.53804], [0.68079, -0.30204, -4.06568], [1.41873, -0.16645, -6.09615], [-0.24591, 0.55963, -5.81295], [-0.04490, -1.18337, -5.85416], [1.71096, -0.39149, -3.43225], [-0.94986, -0.13603, -3.15618], [-0.32456, -0.03477, -0.58229], [0.04457, 2.29946, -0.72703], [1.41275, 3.14379, 0.12817], [0.25483, 2.78181, -2.47999], [0.37150, 3.87858, -2.48105], [-1.29566, 4.23426, -0.49308], [-0.63855, 2.45565, -3.02960], [-2.31932, 2.76468, -0.56994], [2.37967, 2.75999, -0.21824], [1.13939, 2.26505, -2.88423], [-1.41206, 3.20344, -0.14968], [1.31655, 4.19840, -0.15037], [-1.47391, 3.18505, 0.94200], [1.30719, 3.04961, 1.21795], [0.28653, -2.32990, -0.43868], [1.69888, -2.99654, 0.49370], [-1.09574, -3.32141, 0.17336], [-0.22200, -2.58897, -2.78207], [0.59582, -4.04143, -2.03887], [1.55108, -2.56556, -2.48015], [0.58297, -2.94628, -2.12374], [-2.02999, -3.01571, -0.30772], [-0.85553, -4.35998, -0.08089], [1.64662, -4.08078, 0.34310], [1.59842, -2.78444, 1.56848], [-1.19706, -3.22572, 1.26151], [2.63820, -2.60865, 0.07921], [1.55115, 0.08539, 0.31602], [2.65206, 0.15550, 0.69212], [0.14886, 1.72594, 3.21254], [-0.83501, 0.12728, 2.92154], [0.27520, -1.33125, 3.42187], [-2.24448, 0.15390, 4.17478], [-1.42759, -0.01045, 1.15524], [0.20134, 1.91251, 4.30023], [-0.33284, 2.60741, 2.76584], [1.17929, 1.69056, 2.82496], [0.33577, -1.36379, 4.52501], [-0.13119, -2.30159, 3.09970], [1.30217, -1.26597, 3.02785], [-2.91703, 1.01364, 3.97930], [-2.83783, -0.78062, 4.10686], [-1.78598, 0.24610, 5.18448], [-2.00399, -0.93937, 1.07596], [-2.11897, 0.82754, 0.98127]],
  "nbo_charge": [-0.76, 0.65, 0.30, 0.28, 0.29, -0.47, -0.06, 1.21, 0.90, -0.94, -0.94, 0.27, 0.27, 0.25, 0.26, 0.26, 0.25, -0.94, 0.27, 0.27, 0.28, 0.91, -0.94, -0.94, 0.24, 0.27, 0.27, -0.95, 0.26, 0.27, 0.27, 0.28, 0.27, 0.26, 0.51, -0.41, -1.12, 1.66, -1.12, -1.11, -1.51, 0.28, 0.22, 0.22, 0.28, 0.22, 0.22, 0.25, 0.25, 0.26, 0.26, 0.26],
  "total_energy_ha": -2339.3525,
  "total_charge": 2,
  "largest_force_ev_per_a": 6.29,
  "gap_ev": 7.86
}

# 2
{
  "formula": "C26H26BN4O7S",
  "method": "wB97M-V/def2-TZVPD",
  "elements": ["C", "N", "C", "B", "O", "N", "C", "C", "O", "C", "O", "C", "C", "C", "C", "C", "C", "C", "C", "C", "S", "H", "H", "H", "H", "H", "H", "H", "H", "H", "H", "H", "H", "H", "H", "H", "H", "C", "C", "C", "C", "C", "C", "N", "O", "O", "H", "H", "H", "H", "H", "C", "C", "C", "C", "C", "C", "N", "O", "O", "H", "H", "H", "H", "H"],
  "xyz": [[1.81340, 0.45411, 2.68822], [2.09794, 1.55157, 1.72809], [3.50284, 1.47542, 1.20192], [1.14989, 1.60999, 0.64753], [1.12163, 0.68128, -0.37139], [0.11949, 2.74893, 0.71264], [-0.38243, 2.97675, 1.93197], [-1.33425, 3.93119, 2.14847], [-1.87993, 4.12961, 3.39776], [-2.88081, 3.12574, 3.64202], [-3.20714, 2.95964, 4.78686], [-3.44724, 2.30039, 2.52002], [-3.11993, 0.94822, 2.49207], [-3.60449, 0.15241, 1.47893], [-4.40891, 0.65109, 0.47217], [-4.72884, 1.99817, 0.47849], [-4.25485, 2.77770, 1.51202], [-1.74344, 4.70176, 1.06415], [-1.21455, 4.45696, -0.18669], [-0.28867, 3.45666, -0.35732], [0.35084, 3.15999, -1.99071], [1.47464, 0.91366, 3.63476], [2.72789, -0.08265, 2.94481], [1.02682, -0.24589, 2.36771], [3.75788, 0.43495, 0.93425], [4.14474, 1.85652, 2.00233], [3.54780, 2.13849, 0.32818], [0.73350, -0.12949, -0.00731], [-0.04071, 2.39786, 2.78818], [-2.47286, 0.52053, 3.25628], [-3.34101, -0.90383, 1.45504], [-4.80737, 0.04119, -0.32966], [-5.33551, 2.46599, -0.29187], [-4.50619, 3.84129, 1.51686], [-2.49744, 5.46098, 1.26646], [-1.56727, 5.05232, -1.02241], [-0.43837, 2.17628, -2.49733], [-1.80534, -2.95638, -4.53215], [-3.12205, -3.03259, -4.09844], [-3.73620, -1.92030, -3.54538], [-3.02099, -0.73960, -3.43716], [-1.70485, -0.65222, -3.85975], [-1.09622, -1.76828, -4.40912], [-3.67884, 0.44545, -2.87378], [-4.82801, 0.32420, -2.49764], [-3.04041, 1.48110, -2.81562], [-1.33021, -3.82523, -4.96911], [-3.67156, -3.95910, -4.19462], [-4.76136, -1.98411, -3.20972], [-1.15075, 0.27038, -3.77040], [-0.06986, -1.71229, -4.74603], [5.99363, -5.37336, -0.60677], [4.69021, -5.59150, -0.17877], [4.01168, -4.60035, 0.51038], [4.64968, -3.39618, 0.75927], [5.95141, -3.16755, 0.34472], [6.62436, -4.16466, -0.34165], [3.92747, -2.33642, 1.46727], [2.79259, -2.56818, 1.83660], [4.50323, -1.27500, 1.64397], [6.51958, -6.14814, -1.14965], [4.20262, -6.53453, -0.38528], [2.99812, -4.77413, 0.84207], [6.44472, -2.22764, 0.54675], [7.64026, -3.99921, -0.67349]],
  "nbo_charge": [-0.42, -0.81, -0.40, 1.34, -0.92, -0.54, 0.07, 0.27, -0.48, 0.77, -0.47, -0.19, -0.21, -0.16, -0.21, -0.18, -0.20, -0.10, -0.22, 0.12, 0.05, 0.19, 0.25, 0.18, 0.22, 0.22, 0.19, 0.52, 0.26, 0.23, 0.22, 0.24, 0.24, 0.22, 0.26, 0.27, 0.18, -0.17, -0.20, -0.20, 0.07, -0.21, -0.21, 0.53, -0.37, -0.40, 0.23, 0.23, 0.25, 0.23, 0.23, -0.16, -0.21, -0.21, 0.07, -0.20, -0.20, 0.53, -0.39, -0.40, 0.23, 0.23, 0.25, 0.25, 0.23],
  "total_energy_ha": -2174.7450,
  "total_charge": 1,
  "largest_force_ev_per_a": 2.48,
  "gap_ev": 7.56
}

# 3
{
  "formula": "C4H8O",
  "method": "wB97M-V/def2-TZVPD",
  "elements": ["C", "C", "C", "C", "H", "H", "H", "H", "H", "H", "O", "H", "H"],
  "xyz": [[-0.93806, -0.10309, 0.99876], [-0.10780, 0.53210, 0.19171], [1.16008, 1.24505, 0.01900], [0.11864, 1.18486, -1.10213], [-0.65950, -0.35380, 2.01936], [-1.92897, -0.40095, 0.66271], [1.28427, 2.18117, 0.55865], [2.07932, 0.67979, -0.12399], [-0.46115, 2.07806, -1.32614], [0.36165, 0.57531, -1.97120], [-0.06490, -2.85753, 0.08719], [-0.99209, -2.84490, -0.17704], [0.14851, -1.91609, 0.16312]],
  "nbo_charge": [-0.41, 0.00, -0.45, -0.45, 0.21, 0.20, 0.23, 0.23, 0.22, 0.23, -0.94, 0.46, 0.48],
  "total_energy_ha": -232.3720,
  "largest_force_ev_per_a": 0.22,
  "gap_ev": 11.02
}

# 4
{
  "formula": "C12H14Si",
  "method": "wB97M-V/def2-TZVPD",
  "elements": ["C", "C", "C", "C", "C", "C", "C", "C", "C", "C", "C", "C", "Si", "H", "H", "H", "H", "H", "H", "H", "H", "H", "H", "H", "H", "H", "H"],
  "xyz": [[4.17568, -0.44952, 0.09072], [3.38214, -1.14085, 1.02797], [3.45344, 0.21546, -0.91476], [1.99944, -1.08381, 1.07074], [2.05832, 0.36056, -0.91732], [1.34908, -0.24109, 0.10066], [-1.56641, 2.81974, 0.36059], [-2.00455, -2.04338, 1.38886], [-2.84113, -0.41666, -1.83976], [-0.43016, 2.13066, 0.30427], [-1.54593, -0.75472, 1.51580], [-1.54111, -0.27199, -1.84799], [-0.54225, 0.19259, 0.25830], [5.19974, -0.46395, -0.09616], [3.91017, -1.80141, 1.69556], [4.00820, 0.75515, -1.73097], [1.45289, -1.65227, 1.88908], [1.51625, 0.89700, -1.66337], [-1.53087, 3.88282, 0.65620], [-2.34210, 2.26782, -0.02503], [-2.34612, -2.63553, 2.31273], [-2.15268, -2.37437, 0.32595], [-3.50324, -0.40542, -2.76433], [-3.28581, -0.77261, -1.01919], [0.47244, 2.58664, 0.61246], [-1.38656, -0.34576, 2.51015], [-0.85201, 0.24410, -2.62794]],
  "nbo_charge": [-0.23, -0.20, -0.18, -0.22, -0.23, -0.42, -0.35, -0.32, -0.44, -0.62, -0.71, -0.46, 1.50, 0.22, 0.21, 0.21, 0.23, 0.22, 0.20, 0.20, 0.22, 0.22, 0.19, 0.18, 0.21, 0.22, 0.20],
  "total_energy_ha": -754.9815,
  "largest_force_ev_per_a": 5.28,
  "gap_ev": 9.03
}